Record 1
C9H13K2N2O | ωB97M-V/def2-TZVPD

```
! RIJCOSX wB97M-V def2-TZVPD def2/J DEFGRID3
* xyz 1 1
K 15.93376 21.21894 1.97321
K 14.94430 16.76962 1.89993
C 16.27987 19.28459 4.68598
O 15.50602 18.88468 3.57057
H 17.32313 19.44347 4.35270
H 15.91124 20.22915 5.10091
H 16.35754 18.50429 5.44878
N 18.54889 17.04718 2.98400
C 18.50558 15.87504 3.70472
C 18.34335 14.88652 2.78020
C 18.38657 15.41161 1.46056
C 18.48244 16.78246 1.64873
H 18.73250 17.94523 3.39257
H 18.66472 15.92263 4.76689
H 18.19302 13.81404 2.81862
H 18.26363 14.80775 0.58053
H 18.53676 17.54037 0.88100
N 11.22946 18.85714 6.50405
C 11.09109 17.75294 5.70651
C 12.26382 17.04186 5.70719
C 13.13111 17.74802 6.56476
C 12.47755 18.84266 7.06830
H 10.62854 19.65959 6.50847
H 10.13691 17.53621 5.25288
H 12.53325 16.18414 5.11605
H 14.14978 17.55127 6.86714
H 12.86699 19.64569 7.66924
*
```

Its HOMO-LUMO gap is 6.42 eV. Its maximum force is 2.0 eV Å⁻¹.

Here are the Löwdin charges for atoms 1 to 6, given in e: atom 1 (K): 0.913, atom 2 (K): 0.843, atom 3 (C): -0.364, atom 4 (O): -0.624, atom 5 (H): 0.029, atom 6 (H): 0.054

=====

Record 2
C9H13MnNO | ωB97M-V/def2-TZVPD

```
! RIJCOSX wB97M-V def2-TZVPD def2/J DEFGRID3
* xyz -2 6
C 0.92358 -1.14691 -1.51168
C -0.49999 -1.05002 -1.75117
C -1.17477 -1.74082 -0.69023
C -0.19621 -2.23200 0.22661
C 1.11076 -1.89092 -0.28092
Mn 0.12709 -0.07982 0.05959
C -1.51232 1.54692 -0.64418
C -0.30322 1.82576 -1.17685
C 0.51472 2.50243 -2.00226
N 1.49464 0.83467 0.11178
H -2.23626 -1.98537 -0.69009
H -0.95675 -0.65212 -2.65090
H -0.41628 -2.82314 1.11408
H 2.06748 -2.10331 0.19949
H 1.68216 -0.70250 -2.14848
H -2.29467 0.97568 -1.18423
H 2.12829 1.43249 0.65169
H -1.87823 2.06041 0.26120
H 0.13989 3.29540 -2.67219
H 1.59030 2.28775 -2.00269
C -0.06088 -0.07392 3.39865
O -0.20312 -0.22504 2.01994
H -0.89873 0.49576 3.82649
H 0.86046 0.48599 3.60514
H -0.00796 -1.03735 3.93120
*
```

Its HOMO-LUMO gap (alpha / beta) is 2.09 / 5.98 eV. Its maximum force is 5.0 eV Å⁻¹.

Here are the Löwdin charges for atoms 1 to 6, given in e: atom 1 (C): -0.213, atom 2 (C): -0.242, atom 3 (C): -0.193, atom 4 (C): -0.208, atom 5 (C): -0.204, atom 6 (Mn): 0.264

=====

Record 3
C9H13N2 | ωB97M-V/def2-TZVPD

```
! RIJCOSX wB97M-V def2-TZVPD def2/J DEFGRID3
* xyz 1 1
C -3.36128 0.45976 0.08322
C -3.01137 -0.68738 -0.60069
C 0.52726 -0.99122 0.48723
C 1.82407 -0.79197 0.53426
C -2.28389 1.46001 0.55000
C -1.62870 -1.09482 -0.73292
C -0.89930 0.95730 0.62436
C -0.67301 -0.24452 0.09791
C 4.04704 0.08271 -0.21579
N 1.96487 1.12958 -0.69992
N 2.56016 0.21050 -0.06932
H -4.37435 0.77316 0.24282
H -3.82175 -1.41888 -0.65869
H 0.23807 -2.02377 0.61175
H 2.55247 -1.64195 0.90478
H -2.27419 2.31286 -0.14474
H -2.44968 1.82705 1.56126
H -1.48474 -2.19366 -0.36521
H -1.29230 -1.13307 -1.81848
H 0.92284 1.13566 -0.63334
H -0.26419 1.71026 1.03323
H 4.15736 -0.93434 -0.55340
H 4.55731 0.30497 0.65650
H 4.46729 0.79174 -0.89479
*
```

The SMILES is [H]/N=[N+](C)\C=C/C1=CCC=CC1. Its HOMO-LUMO gap (alpha / beta) is 6.67 / 6.67 eV. The energy above the lowest of the compared OMol25 structures with the same formula, charge and spin comes out at 451.8 kJ/mol. Its maximum force is 5.3 eV Å⁻¹.

Here are the Löwdin charges for atoms 1 to 6, given in e: atom 1 (C): -0.027, atom 2 (C): -0.095, atom 3 (C): 0.003, atom 4 (C): -0.072, atom 5 (C): -0.157, atom 6 (C): -0.154

=====

Record 4
C9H13N2O3S | ωB97M-V/def2-TZVPD

```
! RIJCOSX wB97M-V def2-TZVPD def2/J DEFGRID3
* xyz 1 1
C 1.05323 0.46599 0.08190
C -2.06136 3.27806 -0.48643
C -1.47279 2.04728 -0.25193
C 0.03912 -3.75783 -1.70654
C -0.36779 -2.40843 -2.16461
C -0.82958 1.77306 1.04547
C -0.50035 0.40704 1.47523
C 0.65118 -2.53573 -1.13825
C 0.73784 1.65197 0.97076
N -0.03198 -0.30692 0.31208
N 1.70547 2.34687 1.84130
O 2.05768 0.26933 -0.57081
O -1.07547 -2.54585 0.91345
O 1.20989 -2.06090 1.53290
S 0.17276 -2.06508 0.54026
H -2.46345 3.47173 -1.43546
H -2.11409 3.99781 0.25022
H -1.36376 1.32221 -1.17036
H -0.50320 -4.58402 -1.23086
H 0.66750 -4.10960 -2.58938
H 0.00730 -2.24937 -3.22149
H -1.33763 -1.87416 -1.90089
H -1.26451 2.37186 1.83497
H -0.42513 0.03080 2.42294
H 1.70965 -2.39541 -1.20594
H 2.53142 1.69623 2.15804
H 1.16014 2.84105 2.50158
H 2.10792 2.92199 1.19185
*
```

The SMILES is C=C[C@H]1[C@H]2N(S(=O)(=O)C3CC3)C(=O)[C@]12[NH3+]. Its HOMO-LUMO gap is 9.36 eV. The energy above the lowest of the compared OMol25 structures with the same formula, charge and spin comes out at 476.9 kJ/mol. Its maximum force is 5.0 eV Å⁻¹.

Here are the Löwdin charges for atoms 1 to 6, given in e: atom 1 (C): -0.472, atom 2 (C): 0.076, atom 3 (C): -0.100, atom 4 (C): -0.114, atom 5 (C): -0.144, atom 6 (C): -0.206

=====

Record 5
C9H13N3OS | ωB97M-V/def2-TZVPD

```
! RIJCOSX wB97M-V def2-TZVPD def2/J DEFGRID3
* xyz 0 1
C -0.70586 -3.95602 -0.10013
C -1.19223 -2.65769 0.00551
C 1.51899 -3.04774 0.12336
C 0.75290 -4.16461 -0.10662
C -0.36660 -1.59802 0.01649
C -0.89277 -0.19435 0.23090
C -0.18763 1.99961 0.69396
C 1.26246 2.30431 1.13648
C -0.34560 1.21637 -1.79182
N 0.94648 -1.81493 0.19293
N -0.80568 0.12413 1.63403
N -0.17378 0.92569 -0.37504
O -1.00681 1.59656 1.66545
S 1.39817 -5.69514 -0.14147
H -1.45923 -4.83654 -0.02380
H -2.15222 -2.35039 -0.26682
H 2.63477 -2.98146 0.19301
H -2.07300 -0.12872 -0.10781
H -0.63434 2.85987 0.28959
H 1.34595 1.95912 2.15322
H 1.55989 3.36844 1.03764
H 1.89849 1.63391 0.50836
H 0.47434 0.81263 -2.36327
H -1.28442 0.71854 -2.17230
H -0.37526 2.28337 -1.99335
H -1.65519 -0.30137 2.08287
H 1.52194 -0.90377 0.42587
*
```

Its HOMO-LUMO gap (alpha / beta) is 6.67 / 6.67 eV. The energy above the lowest of the compared OMol25 structures with the same formula, charge and spin comes out at 346.4 kJ/mol. Its maximum force is 3.7 eV Å⁻¹.

Here are the Löwdin charges for atoms 1 to 6, given in e: atom 1 (C): -0.043, atom 2 (C): -0.053, atom 3 (C): -0.106, atom 4 (C): -0.851, atom 5 (C): -0.232, atom 6 (C): -0.318

=====

Record 6
C9H13N4OS | ωB97M-V/def2-TZVPD

```
! RIJCOSX wB97M-V def2-TZVPD def2/J DEFGRID3
* xyz 1 1
C 4.33211 -0.94784 0.22629
C 4.41132 0.12274 -0.62455
C 3.09880 -1.17712 0.80821
C 3.45508 1.10010 -0.88906
C 2.12715 -0.18977 0.69227
C 2.23696 0.86934 -0.26435
C -2.47423 0.46513 0.24524
C -4.70916 0.69171 -0.54317
C -1.12166 -1.27294 -0.59603
N 0.77871 -0.48797 1.23423
N -3.45672 0.12308 -0.53964
N -1.25929 -0.05193 0.09910
N -0.23724 0.64241 0.79025
O -2.77431 1.39990 1.11570
S 0.67311 1.66912 -0.34027
H 5.18483 -1.56824 0.58819
H 5.42422 0.37998 -1.03996
H 3.00842 -2.03404 1.41993
H 3.74784 1.92854 -1.48084
H -4.68183 1.44223 -1.28207
H -5.53254 -0.10337 -0.73402
H -4.93835 1.04303 0.43800
H -1.61086 -2.07372 -0.16557
H -1.29613 -1.01642 -1.59133
H -0.08159 -1.67268 -0.30632
H 0.91916 -0.36877 2.29195
H -3.22281 -0.56209 -1.24389
H -2.00098 1.64961 1.69170
*
```

The SMILES is CN/C(O)=[N+](\C)N1Nc2ccccc2S1. Its HOMO-LUMO gap is 8.74 eV. The energy above the lowest of the compared OMol25 structures with the same formula, charge and spin comes out at 311.1 kJ/mol. Its maximum force is 4.2 eV Å⁻¹.

Here are the Löwdin charges for atoms 1 to 6, given in e: atom 1 (C): -0.074, atom 2 (C): -0.096, atom 3 (C): -0.034, atom 4 (C): -0.063, atom 5 (C): -0.267, atom 6 (C): -0.465

=====

- Number 3 is which compound?
  C9H13N2

=====

Copy entry 1 word for word.
C9H13K2N2O | ωB97M-V/def2-TZVPD

```
! RIJCOSX wB97M-V def2-TZVPD def2/J DEFGRID3
* xyz 1 1
K 15.93376 21.21894 1.97321
K 14.94430 16.76962 1.89993
C 16.27987 19.28459 4.68598
O 15.50602 18.88468 3.57057
H 17.32313 19.44347 4.35270
H 15.91124 20.22915 5.10091
H 16.35754 18.50429 5.44878
N 18.54889 17.04718 2.98400
C 18.50558 15.87504 3.70472
C 18.34335 14.88652 2.78020
C 18.38657 15.41161 1.46056
C 18.48244 16.78246 1.64873
H 18.73250 17.94523 3.39257
H 18.66472 15.92263 4.76689
H 18.19302 13.81404 2.81862
H 18.26363 14.80775 0.58053
H 18.53676 17.54037 0.88100
N 11.22946 18.85714 6.50405
C 11.09109 17.75294 5.70651
C 12.26382 17.04186 5.70719
C 13.13111 17.74802 6.56476
C 12.47755 18.84266 7.06830
H 10.62854 19.65959 6.50847
H 10.13691 17.53621 5.25288
H 12.53325 16.18414 5.11605
H 14.14978 17.55127 6.86714
H 12.86699 19.64569 7.66924
*
```

Its HOMO-LUMO gap is 6.42 eV. Its maximum force is 2.0 eV Å⁻¹.

Here are the Löwdin charges for atoms 1 to 6, given in e: atom 1 (K): 0.913, atom 2 (K): 0.843, atom 3 (C): -0.364, atom 4 (O): -0.624, atom 5 (H): 0.029, atom 6 (H): 0.054

=====

- Among the records above, which one has the highest maximum force?
  C9H13N2